[1]
Formula: C9H21BBrO7P2V
Source: the OMol25 dataset
Level of theory: ωB97M-V with the def2-TZVPD basis set

Atoms and positions in Å:
C1 2.76953 1.64266 1.66901
C2 1.36109 2.23581 1.85575
O1 1.05965 3.08004 0.73245
P1 -0.36016 2.95350 0.02094
O2 -0.68474 4.23506 -0.59801
C3 -0.22713 1.74517 -1.32773
C4 0.68785 0.51561 -1.10932
C5 -0.12159 -0.78354 -1.28228
C6 0.55228 -2.01429 -0.65303
P2 2.04352 -2.69815 -1.49148
O3 3.07726 -1.47958 -1.63228
Br1 1.11138 -2.95423 -3.56329
C7 0.81503 -1.88423 0.89925
O4 0.14716 -2.94726 1.52462
B1 -0.96627 -3.24700 0.66794
O5 -0.34045 -3.07854 -0.67284
O6 -1.51236 2.58675 1.05865
C8 -1.91275 1.22102 1.24009
C9 -3.19994 0.88449 0.53137
H1 3.45632 1.96010 2.44274
H2 3.12364 1.87920 0.67113
H3 2.71477 0.55405 1.72907
H4 1.35223 2.79925 2.78171
H5 0.66851 1.40416 1.95915
H6 0.23045 2.35063 -2.10351
H7 -1.21233 1.47824 -1.69526
H8 1.45474 0.50108 -1.87531
H9 1.12415 0.48459 -0.11539
H10 -0.19326 -1.01010 -2.34511
H11 -1.12369 -0.69988 -0.86716
H12 3.18662 -0.96495 -0.81892
H13 0.30521 -0.96936 1.21655
H14 1.85594 -1.74957 1.18719
H15 -1.55147 -4.28471 0.84445
H16 -1.77443 -2.26700 0.77371
H17 -2.08012 1.08866 2.30692
H18 -1.13095 0.50722 0.98466
H19 -4.04521 1.43656 0.92247
H20 -3.12334 0.96307 -0.54932
H21 -3.40684 -0.16646 0.74407
O7 -2.44638 -1.99301 -3.16278
V1 -1.68394 -3.31507 -2.90089

Atoms 1-3, force components in eV/Å:
C -0.55 -0.42 -0.06
C 1.23 -0.44 0.05
O -0.50 -1.04 0.74

Output
- Orbital gap (spin up / spin down): 0.1219 / 0.1880 Eh
- Multiplicity: 2
- Net charge: +1
- ⟨S²⟩: 1.087

[2]
Formula: C8H19NO2Si
Source: the OMol25 dataset
Level of theory: ωB97M-V with the def2-TZVPD basis set

Atoms and positions in Å:
O1 -0.32743 2.79505 1.59308
O2 0.26374 1.22513 3.16146
C1 0.22067 2.47913 2.62806
N1 0.92685 3.43056 3.31152
C2 -0.46149 0.30571 2.42748
C3 0.39088 -0.33823 1.35009
C4 0.77464 0.66924 0.27006
C5 0.05537 -1.25222 -3.59748
C6 -0.38092 -2.78875 -0.98615
C7 -1.77974 -0.17038 -1.56962
C8 1.25362 -0.06733 -0.95557
Si1 -0.15546 -1.09636 -1.74915
H1 1.51219 3.15461 4.08711
H2 1.07420 4.35361 2.94645
H3 -1.36552 0.79707 2.03174
H4 -0.73176 -0.44026 3.18433
H5 -0.15788 -1.21438 0.94929
H6 1.27644 -0.77769 1.76705
H7 1.54516 1.34961 0.67959
H8 -0.08541 1.26147 -0.02448
H9 0.44135 -2.23050 -3.90869
H10 0.71576 -0.46093 -3.95738
H11 -0.92939 -1.17865 -4.09938
H12 -1.04000 -3.35604 -1.61121
H13 0.55122 -3.32048 -0.96655
H14 -0.80390 -2.85827 0.01474
H15 -1.94877 0.73464 -2.15175
H16 -2.01748 0.08874 -0.56011
H17 -2.55770 -0.89051 -1.89668
H18 2.02802 -0.81567 -0.71230
H19 1.71271 0.61209 -1.65554

Atoms 1-3, force components in eV/Å:
O -0.64 -0.44 0.55
O 0.99 2.86 0.68
C 0.59 1.41 -0.80

Output
- Orbital gap: 0.3916 Eh
- SMILES: C[Si](C)(C)CCCCOC(N)=O
- Energy relative to the best compared isomer or geometry (same formula, charge and spin): 6.0 kJ/mol

[3]
Formula: C3H4ClFO
Source: the OMol25 dataset
Level of theory: ωB97M-V with the def2-TZVPD basis set

Atoms and positions in Å:
C1 0.52201 0.66105 0.43011
C2 -0.65249 -0.00084 1.12670
C3 -1.73576 -0.42782 0.20887
H1 1.04012 1.33489 1.08284
H2 -0.34352 -0.79232 1.84733
H3 -1.08746 0.84074 1.67408
H4 -2.64724 -0.58396 0.81998
O1 -1.66770 -0.56392 -0.98246
F1 0.05434 1.44662 -0.62310
Cl1 1.59342 -0.62952 -0.15004

Atoms 1-3, force components in eV/Å:
C -0.67 -0.59 -0.81
C 0.85 1.22 0.33
C -0.35 -0.61 -0.17

Output
- Orbital gap: 0.3984 Eh
- SMILES: O=CC[C@H](F)Cl
- Energy relative to the best compared isomer or geometry (same formula, charge and spin): 19.4 kJ/mol

[4]
Formula: C4H6N2
Source: the OMol25 dataset
Level of theory: ωB97M-V with the def2-TZVPD basis set

Atoms and positions in Å:
N1 -0.86322 -1.35140 0.66280
C1 0.10128 -0.06021 -1.03257
C2 -0.98605 -0.11385 -0.02118
C3 -0.03262 0.90682 0.66368
N2 1.05091 0.18240 1.14579
C4 1.21500 0.35512 -0.28598
H1 -1.03362 -2.07882 -0.03011
H2 0.05091 -0.09829 -2.12029
H3 -1.96745 0.30526 -0.27721
H4 -0.18836 1.97513 0.79295
H5 0.52878 -0.81201 1.18476
H6 2.12444 0.78986 -0.68263

Atoms 1-3, force components in eV/Å:
N -0.29 -0.18 0.02
C 0.25 0.25 -0.04
C -0.11 0.02 0.00

Output
- Orbital gap: 0.2666 Eh
- Energy relative to the best compared isomer or geometry (same formula, charge and spin): 579.1 kJ/mol

[5]
Formula: C19H24N2O4S
Source: the OMol25 dataset
Level of theory: ωB97M-V with the def2-TZVPD basis set

Atoms and positions in Å:
C1 -1.72790 -0.54838 3.59148
H1 -1.03525 -1.36276 3.05364
O1 -2.62339 0.00373 2.60492
C2 -2.35796 0.39726 1.40240
C3 -1.07872 0.37584 0.83749
C4 -0.91392 0.97877 -0.23289
C5 -1.99372 1.32171 -0.93674
C6 -3.24293 1.37197 -0.77347
C7 -3.52306 0.86645 0.51824
H2 -4.42814 0.68186 0.99596
O2 -4.23842 1.96573 -1.49887
C8 -5.63261 1.78104 -1.22389
H3 -6.08252 1.88777 -2.07412
H4 -5.80488 0.73857 -0.88448
H5 -5.73448 2.28121 -0.36407
H6 -1.77738 1.78907 -1.96908
C9 0.55788 0.93768 -0.78364
O3 0.71951 0.84226 -1.93719
N1 1.61043 1.46366 -0.00820
H7 1.24771 1.48158 1.15185
C10 2.85938 1.09550 -0.34527
C11 3.72055 1.97366 0.82776
C12 3.55573 3.49102 0.63663
H8 3.69359 3.78308 -0.25492
H9 4.20437 4.08997 1.02496
H10 2.61070 3.62613 0.81723
C13 5.30055 1.39218 0.30416
H11 5.99981 2.28574 0.92996
H12 5.41398 1.83571 -0.60975
H13 5.52824 0.47630 0.48400
H14 3.67217 1.64296 1.64592
H15 3.03782 1.36168 -1.42456
C14 3.06084 -0.38683 -0.07133
O4 3.36001 -1.08457 0.91882
N2 2.57488 -1.16230 -1.18294
H16 2.21433 -0.34737 -1.88626
C15 2.19115 -2.47142 -1.26991
C16 0.67768 -2.49429 -0.65145
C17 -0.29565 -2.20505 -1.83232
C18 -1.70282 -2.13076 -1.22451
C19 -1.52886 -2.60184 0.16977
S1 -0.16663 -2.68761 0.88346
H17 -2.55394 -2.63999 0.69236
H18 -2.51745 -2.21275 -1.87895
H19 -0.16090 -1.98701 -2.95336
H20 2.60729 -3.06358 -2.02820
H21 2.75438 -3.03803 -0.19988
H22 -0.15637 0.05399 1.63903
H23 -1.08560 0.35513 3.71288
H24 -2.43603 -0.86590 4.42882

Atoms 1-3, force components in eV/Å:
C 1.00 0.21 -2.32
H -1.74 1.32 1.73
O -2.49 -1.30 2.02

Output
- Orbital gap: 0.3079 Eh
- SMILES: COc1cc(OC)cc(C(=O)N[C@H](C(=O)NCc2cccs2)C(C)C)c1
- Energy relative to the best compared isomer or geometry (same formula, charge and spin): 1687.6 kJ/mol